14
Properties=species:S:1:pos:R:3:mulliken_charge:R:1 method="wB97M-V/def2-TZVPD" e_lumo_ev=0.759 fmax_ev_per_a=2.2 total_charge=0 homo_ev=-9.23
C 0.121 -1.393 0.471 -0.2399
C 0.472 -0.321 -0.503 0.0692
C 0.744 1.124 0.078 -0.6480
H -1.947 -0.139 0.046 0.1902
H -2.864 -1.049 1.188 0.2602
H 0.896 -2.100 0.673 0.3852
H -0.366 -0.277 -1.204 0.2883
H -0.122 1.363 0.728 0.3020
H 1.611 1.121 0.699 0.4161
H 1.885 2.365 -1.647 0.1340
N -1.968 -0.663 0.929 -0.3370
N -0.952 -1.564 1.144 -0.4399
S 0.635 2.478 -1.112 -0.1861
Cl 1.854 -0.944 -1.489 -0.1942

18
Properties=species:S:1:pos:R:3:mulliken_charge:R:1 method="wB97M-V/def2-TZVPD" e_lumo_ev=3.813 fmax_ev_per_a=6.8 total_charge=-1 homo_ev=-3.71
C 0.034 1.467 -0.931 0.0096
N -0.713 0.475 -0.132 0.2620
C -1.552 1.014 0.854 -1.0762
C -0.912 -0.985 -0.446 -0.9062
C 0.354 -1.738 0.147 -0.4181
O 1.401 -1.165 -0.354 -0.7085
O -0.287 2.593 -0.771 -0.5941
H 0.714 1.008 -1.546 0.4770
H -1.303 0.634 1.813 0.3151
H -1.637 2.193 0.817 0.2628
H -2.594 0.719 0.686 0.3622
H -1.592 -1.372 0.311 0.4058
H -1.028 -1.044 -1.519 0.3559
H 0.394 -2.809 -0.074 0.3380
H 0.360 -1.595 1.277 0.1819
H 2.897 0.800 -0.624 0.2154
H 2.418 -0.646 0.232 0.3854
O 3.044 0.450 0.259 -0.8679

17
Properties=species:S:1:pos:R:3:mulliken_charge:R:1 method="wB97M-V/def2-TZVPD" e_lumo_ev=1.150 fmax_ev_per_a=5.9 total_charge=0 homo_ev=-8.02
C 1.628 -1.050 0.054 -1.3275
C 0.310 -0.413 -0.460 0.5081
C -1.117 -0.970 -0.290 -0.6029
C -1.571 0.471 -0.440 -0.3930
C -0.590 1.377 0.271 -0.3296
C 0.428 0.621 1.033 -0.9788
C -0.267 0.871 -1.097 -0.5713
H 1.906 -1.212 1.130 0.2851
H 1.473 -2.036 -0.317 0.4311
H 2.520 -0.606 -0.372 0.3555
H -1.318 -1.508 0.641 0.2890
H -1.481 -1.585 -1.127 0.3150
H -2.566 0.833 -0.673 0.3960
H -0.883 2.389 0.483 0.4224
H 0.180 0.206 2.031 0.3600
H 1.384 1.185 1.127 0.3819
H -0.039 1.427 -1.993 0.4588

13
Properties=species:S:1:pos:R:3:mulliken_charge:R:1 method="wB97M-V/def2-TZVPD" e_lumo_ev="-4.567 / -7.852" fmax_ev_per_a=6.0 total_charge=+1 homo_ev="-11.39 / -15.45" spin_multiplicity=3
C 1.051 -2.519 -1.129 -0.3205
C 1.394 -1.281 -1.557 -0.0463
C -1.173 1.085 -0.248 -0.3491
C -0.566 1.728 0.964 -0.4996
C 0.668 -0.485 0.565 -0.1502
C 0.843 -1.523 -0.273 0.4765
N -0.307 0.365 0.567 0.0836
H 1.045 -3.518 -1.449 0.3896
H -2.237 0.825 -0.309 0.2446
H -0.781 1.230 -1.223 0.2901
H 0.087 2.536 0.846 0.3261
H -1.385 2.089 1.765 0.2381
H 1.362 -0.534 1.480 0.3171

16
Properties=species:S:1:pos:R:3:mulliken_charge:R:1 method="wB97M-V/def2-TZVPD" e_lumo_ev=0.432 fmax_ev_per_a=2.6 total_charge=0 homo_ev=-8.86
C -1.059 -1.682 -0.879 -0.6696
C 0.358 -1.336 -0.734 -0.3188
C -2.093 -1.173 -0.277 0.5334
C -0.961 0.867 1.532 -1.1399
C 0.839 -0.174 0.060 0.2816
C -0.149 0.986 0.495 0.6729
O -3.092 -0.783 0.163 -0.3603
O 1.984 0.388 -0.497 -0.5886
O -0.067 2.048 -0.329 -0.5353
S 1.309 -1.967 0.743 -0.1798
H -1.276 -2.507 -1.545 0.3655
H 0.931 -1.530 -1.636 0.4893
H -1.668 1.637 1.781 0.3057
H -0.956 -0.017 2.141 0.3766
H 2.587 0.673 0.204 0.3794
H 0.673 1.912 -0.942 0.3878

98
Properties=species:S:1:pos:R:3:mulliken_charge:R:1 method="wB97M-V/def2-TZVPD" e_lumo_ev=0.352 fmax_ev_per_a=3.9 total_charge=0 homo_ev=-6.52
Li -0.891 2.706 0.857 0.6637
C 0.236 -2.774 0.603 -1.4443
N 0.835 -1.861 1.554 1.2298
C -0.033 -1.233 2.568 -1.3782
P -0.052 0.579 2.547 1.0672
C -1.697 0.917 3.287 0.4506
C -2.867 0.445 2.650 -0.3006
C -4.143 0.864 3.102 -0.6733
C -4.200 1.660 4.280 -0.7051
C -3.018 2.179 4.806 -0.4966
C -1.750 1.817 4.369 -0.6085
C 1.285 0.964 3.812 0.1623
C 1.496 0.409 5.116 -0.2455
C 2.572 0.740 5.904 -0.7262
C 3.516 1.612 5.401 -0.4193
C 3.338 2.238 4.113 -0.7546
C 2.239 1.842 3.352 -0.2547
C 2.123 -2.188 2.100 -0.5931
C 2.345 -3.385 2.766 -0.2767
C 3.613 -3.783 3.135 -0.9221
C 4.630 -2.861 3.000 -0.4645
C 4.432 -1.616 2.446 -0.9461
C 3.176 -1.292 2.000 0.2782
P -0.669 -1.844 -0.790 0.9566
C 0.657 -1.757 -2.023 0.0531
C 1.748 -0.942 -1.752 -0.1214
C 2.756 -0.751 -2.685 -0.4894
C 2.655 -1.293 -3.967 -0.7071
C 1.525 -2.093 -4.288 -1.0351
C 0.592 -2.332 -3.308 -0.5658
C -1.683 -3.238 -1.325 0.6946
C -1.176 -4.519 -1.671 -0.1655
C -2.019 -5.570 -2.003 -0.8768
C -3.390 -5.311 -1.964 -0.3639
C -3.960 -4.104 -1.601 -0.7632
C -3.073 -3.090 -1.286 -0.5458
H -0.302 -3.539 1.160 0.6680
H 1.083 -3.295 0.176 0.7105
H 0.152 -1.583 3.618 0.4368
H -1.093 -1.531 2.348 0.5214
H -2.927 -0.187 1.780 0.3795
H -5.152 0.562 2.683 0.3232
H -5.108 2.098 4.596 0.3811
H -3.126 2.865 5.614 0.4072
H -0.845 2.322 4.741 0.3027
H 0.836 -0.295 5.564 0.4016
H 2.615 0.292 6.885 0.4300
H 4.403 1.875 6.003 0.3192
H 4.060 2.934 3.737 0.5011
H 2.088 2.259 2.347 0.3047
H 1.555 -4.087 2.657 0.4332
H 3.812 -4.693 3.611 0.5008
H 5.635 -3.166 3.303 0.3665
H 5.183 -0.951 2.052 0.4163
H 3.045 -0.429 1.384 0.3444
H 1.835 -0.550 -0.708 0.0751
H 3.649 -0.138 -2.446 0.4646
H 3.410 -1.139 -4.717 0.4143
H 1.544 -2.579 -5.238 0.4747
H -0.202 -3.038 -3.459 0.3800
H -0.116 -4.732 -1.587 0.3723
H -1.605 -6.495 -2.351 0.4402
H -3.986 -6.105 -2.388 0.3182
H -5.047 -3.938 -1.571 0.4318
H -3.447 -2.156 -0.970 0.3796
O -1.539 2.422 -0.869 -0.6474
S -1.785 2.922 -2.297 0.2477
C -0.454 4.050 -2.690 -1.1309
C 0.929 3.758 -2.239 0.4761
C 1.885 3.032 -3.060 -0.4377
C 3.142 2.743 -2.562 -0.5080
C 3.591 3.225 -1.407 -0.6049
C 2.704 3.991 -0.585 -0.3069
C 1.413 4.260 -1.007 -0.5208
C -1.289 1.536 -3.312 0.5715
C -2.528 0.850 -3.875 -0.0250
C -3.036 -0.372 -3.348 0.5242
C -4.211 -0.859 -3.943 -0.3254
C -4.805 -0.260 -5.021 -0.9239
C -4.238 0.912 -5.517 -0.3653
C -3.130 1.474 -5.023 -0.7982
H -0.828 5.037 -2.339 0.5222
H -0.515 4.052 -3.777 0.5010
H 1.564 2.692 -4.022 0.3638
H 3.863 2.162 -3.094 0.5730
H 4.616 2.984 -1.114 0.3711
H 2.958 4.342 0.420 0.3916
H 0.777 4.980 -0.502 0.4869
H -0.745 0.904 -2.571 -0.7287
H -0.497 1.710 -4.040 0.5069
H -2.616 -0.821 -2.444 -0.2439
H -4.686 -1.751 -3.691 0.5026
H -5.666 -0.665 -5.453 0.4917
H -4.754 1.350 -6.399 0.2931
H -2.651 2.347 -5.461 0.3831
F -0.488 4.895 3.518 -0.2956
B -0.321 4.620 2.157 0.3020
F 0.243 5.763 1.637 -0.2576

15
Properties=species:S:1:pos:R:3:mulliken_charge:R:1 method="wB97M-V/def2-TZVPD" e_lumo_ev=1.150 fmax_ev_per_a=0.3 total_charge=0 homo_ev=-9.63
C -2.135 -0.549 -0.215 -1.1809
C -0.990 0.450 -0.220 -0.0397
O -0.225 0.198 0.939 -0.3256
C 1.182 0.364 0.917 -0.2368
C 1.900 -0.161 -0.324 -1.0559
H -2.653 -0.568 -1.179 0.3662
H -2.867 -0.330 0.568 0.2761
H -1.719 -1.546 -0.031 0.2959
H -0.404 0.307 -1.135 0.1450
H -1.355 1.492 -0.244 0.2621
H 1.519 -0.212 1.788 0.2413
H 1.468 1.417 1.084 0.2837
H 1.918 -1.257 -0.351 0.2656
H 2.929 0.210 -0.349 0.3579
H 1.431 0.185 -1.248 0.3449

12
Properties=species:S:1:pos:R:3:mulliken_charge:R:1 method="wB97M-V/def2-TZVPD" e_lumo_ev=0.736 fmax_ev_per_a=2.3 total_charge=0 homo_ev=-9.44
C -1.475 2.351 0.037 -0.7249
C -0.452 1.529 0.382 0.0970
C -0.597 0.068 0.554 -0.7832
H -1.280 3.416 -0.131 0.2404
H -2.483 1.977 -0.180 0.2286
H 0.535 1.952 0.612 0.2777
H 0.169 -0.586 0.105 0.1397
H -1.594 -0.330 0.299 0.2930
H -0.480 0.046 1.651 0.2329
O 2.922 -3.328 -1.054 -0.6529
H 2.081 -2.824 -1.142 0.3262
H 2.655 -4.272 -1.134 0.3254

What are the energy relative to the best compared isomer or geometry (same formula, charge and spin) values for these records? In order: 1.005; 4.290; 4.827; 3.728; 2.189; 1.731; 0.828; 0.990 eV.